ORCA calculation (ωB97M-V with the def2-TZVPD basis set) on a 7-piece molecular cluster, C7H22O6 overall in a non-equilibrium geometry.

Element x y z (Å)
C1 -0.72426 -3.00706 0.07861
C2 -1.19680 -2.28636 -0.92161
C3 -0.76186 -0.88325 -1.22474
C4 0.25586 -0.75255 -2.06997
C5 -1.56512 0.25703 -0.68097
C6 -1.43920 0.65339 0.58270
C7 -2.48444 0.86157 -1.71379
H1 -1.04401 -3.95733 0.47550
H2 0.11257 -2.51752 0.57539
H3 -1.92054 -2.63089 -1.65988
H4 0.77083 -1.60349 -2.49327
H5 0.68345 0.22194 -2.28872
H6 -0.74746 0.11460 1.20752
H7 -1.95078 1.45023 1.11424
H8 -2.67368 0.28895 -2.62386
H9 -2.01634 1.76637 -2.05646
H10 -3.51208 1.09562 -1.43600
O1 1.67021 -0.60518 1.99352
H11 2.02543 -1.18656 2.66685
H12 1.92510 0.31495 2.09812
O2 0.67589 2.55126 1.23656
H13 0.54122 2.95093 2.10333
H14 -0.22242 2.33752 0.93402
O3 2.90460 1.60716 0.09034
H15 2.22092 2.17264 0.50918
H16 3.12760 2.18818 -0.64856
O4 3.72581 -1.98659 0.42820
H17 3.80391 -1.40476 -0.33599
H18 3.07169 -1.48744 0.94361
O5 0.01224 2.84383 -1.64761
H19 -0.18860 1.97400 -1.26377
H20 0.37013 3.33908 -0.90296
O6 -1.87059 -1.26921 2.54979
H21 -2.40875 -1.48564 1.79054
H22 -1.17056 -1.92544 2.59015

Forces on the atoms, in the same order (eV/Å):
0.80 0.84 0.39
-0.95 0.24 -0.64
0.79 -0.91 -0.21
0.28 0.78 0.39
-0.73 -0.30 -0.47
0.56 -0.33 0.00
-0.76 0.15 -0.52
-0.12 -0.26 -0.56
-0.12 -0.22 0.45
-0.34 -0.32 0.48
-0.07 -0.11 0.08
-0.13 -0.01 -0.20
0.20 0.05 0.02
-0.54 0.01 -0.49
0.66 -0.51 0.20
-0.02 0.63 -0.28
0.18 0.23 0.83
-0.62 -0.49 -0.66
0.23 0.50 0.47
0.33 -0.12 0.30
-0.50 0.49 0.46
0.12 0.07 -0.01
0.33 -0.20 0.00
-0.27 0.97 -0.10
0.20 -0.79 0.02
0.37 -0.41 -0.16
-0.21 0.33 -0.03
0.21 -0.14 -0.11
-0.01 -0.12 -0.03
-0.01 -0.14 0.14
0.21 0.29 -0.11
0.08 0.05 -0.08
-0.09 0.05 0.92
-0.02 -0.24 -0.34
-0.04 -0.08 -0.17

Output
- SMILES = C=CC(=C)C(=C)C.O.O.O.O.O.O
- Kohn-Sham gap (Eh) = 0.3572
- highest occupied orbital energy (eV) = -9.607
- energy relative to the best compared isomer or geometry (same formula, charge and spin) (eV) = 2.399
- max |F| (eV/Å) = 1.221

ORCA calculation (ωB97M-V with the def2-TZVPD basis set) on C7H23BrN7O4Pb as an isolated structure in a non-equilibrium geometry.

Element x y z (Å)
Pb1 1.18848 0.29336 -0.53767
Br1 3.62279 -1.17330 -0.80086
C1 0.43094 -1.80207 -3.50804
O1 0.87309 -0.90314 -2.79852
N1 0.83675 -3.10299 -3.36990
N2 -0.57079 -1.56752 -4.40365
H1 0.52359 -3.75441 -4.06882
H2 1.71813 -3.24506 -2.90440
H3 -1.01815 -0.67129 -4.35586
H4 -0.92838 -2.25683 -5.03923
C2 -2.52597 0.61161 -1.96586
O2 -1.39102 0.32915 -1.56987
N3 -3.64239 0.04154 -1.42483
N4 -2.72261 1.53982 -2.94214
H5 -4.53500 0.16802 -1.86730
H6 -3.45140 -0.76494 -0.85914
H7 -3.58406 1.57737 -3.45588
H8 -1.92474 2.06533 -3.24951
C3 2.76913 2.33082 2.30153
O3 2.32813 1.46796 1.54443
N5 2.69155 3.66391 2.06952
N6 3.46629 1.97277 3.42966
H9 2.43122 4.02132 1.16901
H10 3.16129 4.29942 2.68991
H11 3.26922 1.08116 3.84994
H12 3.78735 2.66905 4.08205
C4 0.89810 -1.52611 2.73397
C5 -0.21254 -1.62683 1.70801
C6 -1.18324 -0.45863 1.69696
O4 -0.54994 0.70941 1.20907
C7 -1.27469 1.91749 1.37730
N7 0.34473 -1.87043 0.34218
H13 0.55995 -1.91341 3.69314
H14 1.25207 -0.50049 2.85832
H15 1.79069 -2.07927 2.43362
H16 -0.86806 -2.47720 1.93838
H17 -1.59396 -0.26385 2.68977
H18 -2.02614 -0.75373 1.05421
H19 -1.76203 2.18979 0.43404
H20 -0.55645 2.68505 1.65430
H21 -2.08458 1.83866 2.10318
H22 -0.42965 -2.03688 -0.30060
H23 0.89231 -2.72464 0.35957

Forces on the atoms, in the same order (eV/Å):
1.51 -0.34 -0.98
-0.52 0.19 0.24
-0.30 -0.31 0.37
-0.02 0.12 -0.10
-0.38 0.56 -0.29
0.17 -0.04 0.11
0.30 -0.23 0.12
0.11 -0.03 -0.07
0.08 0.07 -0.08
0.04 -0.02 0.05
0.45 0.01 0.00
-0.60 0.06 0.14
0.51 0.25 -0.31
-0.17 -0.26 0.18
-0.12 -0.19 0.18
-0.35 -0.13 -0.03
0.02 0.26 0.00
0.00 -0.06 -0.15
0.83 -0.56 0.20
-0.46 0.29 -0.01
-0.04 0.22 0.20
-0.30 0.33 0.17
-0.01 -0.22 -0.10
-0.02 0.05 -0.07
0.05 -0.16 -0.32
-0.08 0.06 -0.09
0.44 0.20 0.08
-0.40 -0.64 -0.09
-0.15 -0.09 -0.36
-0.32 -0.41 0.82
-0.25 0.23 -0.64
-0.84 0.60 0.35
0.02 0.08 0.05
-0.20 0.06 -0.04
-0.17 -0.20 -0.04
0.21 -0.05 0.23
0.15 -0.16 0.14
-0.01 0.30 -0.08
0.17 0.01 -0.02
-0.10 0.09 0.12
0.28 -0.15 0.30
0.07 -0.01 -0.04
0.41 0.24 -0.14

Output
- Kohn-Sham gap (Eh) = 0.3118
- highest occupied orbital energy (eV) = -10.695
- energy relative to the best compared isomer or geometry (same formula, charge and spin) (eV) = 0.000
- total charge = +1
- max |F| (eV/Å) = 1.833

ORCA calculation (ωB97M-V with the def2-TZVPD basis set) on a 5-piece molecular cluster, C7H23ClO8 overall in a non-equilibrium geometry.

Element x y z (Å)
O1 0.22772 -0.93549 -0.02669
H1 -0.52950 -0.32295 -0.26294
H2 -0.05800 -1.73007 0.50237
H3 0.95841 -0.39143 0.41892
Cl1 -1.90740 1.07832 2.54789
O2 -1.56753 2.32429 1.89950
O3 -3.16800 0.59068 2.03263
O4 -0.88099 0.09342 2.23364
O5 -1.97054 1.27002 3.96716
C1 4.11929 -0.35857 0.70651
C2 3.26946 0.69959 -0.01533
C3 3.09995 0.50661 -1.50610
O6 1.95476 0.80153 0.63018
H4 3.62628 -0.62079 1.64522
H5 5.14248 -0.03974 0.89448
H6 4.19577 -1.32965 0.20188
H7 3.76651 1.64161 0.23320
H8 2.18810 -0.05225 -1.71595
H9 3.98709 0.05605 -1.94136
H10 2.95533 1.47958 -1.98225
H11 2.05125 1.41223 1.36715
C4 -2.80388 2.17715 -1.55241
C5 -2.20254 0.79662 -1.87581
C6 -0.82418 0.87047 -2.48205
O7 -2.09385 0.02639 -0.64575
H12 -3.10900 2.26318 -0.51206
H13 -3.60840 2.40117 -2.25272
H14 -2.05349 2.95544 -1.71548
H15 -2.87883 0.24782 -2.53680
H16 -0.91305 1.33216 -3.46590
H17 -0.45512 -0.14888 -2.60615
H18 -0.15354 1.48460 -1.88043
H19 -2.90963 0.14853 -0.14487
C7 -1.50190 -3.35841 1.89904
O8 -0.29993 -3.24037 1.11587
H20 -2.30022 -3.76253 1.27254
H21 -1.36469 -3.98001 2.78068
H22 -1.80224 -2.35212 2.18478
H23 -0.18593 -4.03420 0.58739

Forces on the atoms, in the same order (eV/Å):
0.87 0.15 -0.44
-0.77 -0.34 0.53
-0.16 -0.21 0.11
-0.34 0.22 0.11
0.45 0.46 0.09
-0.05 -0.16 -0.09
-0.30 -0.11 -0.10
0.14 -0.17 0.03
-0.16 -0.18 -0.15
-0.44 -0.96 -0.03
0.43 0.04 1.15
-0.29 0.81 0.09
0.69 -0.10 -0.73
0.25 0.32 0.19
-0.06 0.19 0.04
-0.14 0.26 -0.35
-0.12 0.14 -0.49
0.24 -0.38 -0.03
-0.08 -0.22 -0.05
0.01 -0.05 -0.03
-0.45 -0.16 0.18
0.54 0.12 -0.70
-0.49 0.26 0.99
-0.39 -0.16 -0.32
0.30 0.07 -1.00
-0.22 -0.10 -0.02
-0.23 0.01 0.26
0.02 -0.03 0.14
0.09 -0.03 -0.08
0.14 -0.02 -0.04
0.30 0.11 -0.07
0.05 -0.12 0.12
0.25 0.03 0.62
-0.48 0.21 -0.38
0.01 0.20 0.20
0.00 -0.10 0.12
0.18 -0.01 -0.01
0.18 0.01 0.14
0.04 0.01 -0.01

Output
- Kohn-Sham gap (Eh) = 0.3413
- highest occupied orbital energy (eV) = -9.082
- max |F| (eV/Å) = 1.230

ORCA calculation (ωB97M-V with the def2-TZVPD basis set) on an isolated ion of composition C7H23N2OSi2 and charge +1 in a non-equilibrium geometry.

Element x y z (Å)
C1 4.05560 0.13436 -0.77370
C2 3.36940 -0.01563 0.56475
C3 1.68170 -0.66787 0.28262
N1 1.77104 -1.75777 -0.49588
N2 1.02146 -0.92878 1.61648
Si1 0.53501 0.68356 -0.67690
C4 0.70448 2.51954 -0.11995
O1 -0.91860 0.06019 -0.16695
Si2 -2.69766 -0.01658 -0.14199
C5 -3.35508 -0.63731 -1.68666
C6 -3.31932 1.59898 0.32354
C7 -2.66310 -1.58896 1.09255
H1 3.76472 0.96882 -1.21489
H2 3.75385 -0.72985 -1.45753
H3 5.13442 0.13494 -0.77194
H4 3.21757 0.87778 1.04686
H5 3.82259 -0.78782 1.24809
H6 2.48770 -2.50988 -0.36203
H7 1.03693 -1.96934 -1.17160
H8 -0.05910 -0.78660 1.48034
H9 1.41385 -0.27934 2.44795
H10 1.17013 -1.99868 1.82225
H11 0.51461 0.30548 -2.02124
H12 0.11976 3.28780 -0.62549
H13 0.70025 2.55475 0.99313
H14 1.71900 2.81127 -0.47328
H15 -3.47657 -0.01053 -2.63804
H16 -2.63065 -1.42203 -2.00834
H17 -4.27907 -1.13735 -1.60866
H18 -2.69571 1.91708 1.11420
H19 -3.32428 2.29431 -0.57651
H20 -4.37441 1.62848 0.68746
H21 -2.01420 -1.17974 1.90307
H22 -3.64092 -1.88585 1.56911
H23 -2.18964 -2.51951 0.59269

Forces on the atoms, in the same order (eV/Å):
0.31 -4.88 0.77
-2.39 -4.12 -0.69
3.07 4.54 -0.24
0.22 -3.24 -1.27
-0.51 -0.76 2.54
-1.35 0.24 2.53
1.68 -1.12 -0.49
-1.35 0.42 0.17
2.35 -2.58 0.99
1.25 0.11 -3.48
-1.87 1.10 -0.86
-0.36 0.55 -0.38
-1.38 3.92 -2.12
0.42 1.08 0.87
0.34 -0.04 0.48
-0.14 2.13 1.36
-0.23 0.83 -0.64
-1.03 1.18 -0.14
0.48 -0.04 0.37
1.93 -0.13 0.24
-1.21 -2.01 -2.30
-0.31 2.56 -0.03
0.67 -0.02 -1.80
-0.66 -0.40 0.33
-0.20 0.29 -0.81
-0.16 -0.16 0.55
0.33 -0.33 1.56
-0.42 0.25 0.18
-1.25 -0.65 0.50
0.65 1.04 0.85
0.40 -0.73 1.16
0.75 -0.28 -0.19
-0.34 -0.70 -0.20
1.01 0.29 -0.56
-0.68 1.67 0.76

Output
- SMILES = CC[C@@](N)([NH3+])[Si@H](C)O[Si](C)(C)C
- Kohn-Sham gap (Eh) = 0.3796
- highest occupied orbital energy (eV) = -13.265
- energy relative to the best compared isomer or geometry (same formula, charge and spin) (eV) = 0.365
- total charge = +1
- max |F| (eV/Å) = 5.489

Please write out number 1 again, unchanged.
ORCA calculation (ωB97M-V with the def2-TZVPD basis set) on a 7-piece molecular cluster, C7H22O6 overall in a non-equilibrium geometry.

Element x y z (Å)
C1 -0.72426 -3.00706 0.07861
C2 -1.19680 -2.28636 -0.92161
C3 -0.76186 -0.88325 -1.22474
C4 0.25586 -0.75255 -2.06997
C5 -1.56512 0.25703 -0.68097
C6 -1.43920 0.65339 0.58270
C7 -2.48444 0.86157 -1.71379
H1 -1.04401 -3.95733 0.47550
H2 0.11257 -2.51752 0.57539
H3 -1.92054 -2.63089 -1.65988
H4 0.77083 -1.60349 -2.49327
H5 0.68345 0.22194 -2.28872
H6 -0.74746 0.11460 1.20752
H7 -1.95078 1.45023 1.11424
H8 -2.67368 0.28895 -2.62386
H9 -2.01634 1.76637 -2.05646
H10 -3.51208 1.09562 -1.43600
O1 1.67021 -0.60518 1.99352
H11 2.02543 -1.18656 2.66685
H12 1.92510 0.31495 2.09812
O2 0.67589 2.55126 1.23656
H13 0.54122 2.95093 2.10333
H14 -0.22242 2.33752 0.93402
O3 2.90460 1.60716 0.09034
H15 2.22092 2.17264 0.50918
H16 3.12760 2.18818 -0.64856
O4 3.72581 -1.98659 0.42820
H17 3.80391 -1.40476 -0.33599
H18 3.07169 -1.48744 0.94361
O5 0.01224 2.84383 -1.64761
H19 -0.18860 1.97400 -1.26377
H20 0.37013 3.33908 -0.90296
O6 -1.87059 -1.26921 2.54979
H21 -2.40875 -1.48564 1.79054
H22 -1.17056 -1.92544 2.59015

Forces on the atoms, in the same order (eV/Å):
0.80 0.84 0.39
-0.95 0.24 -0.64
0.79 -0.91 -0.21
0.28 0.78 0.39
-0.73 -0.30 -0.47
0.56 -0.33 0.00
-0.76 0.15 -0.52
-0.12 -0.26 -0.56
-0.12 -0.22 0.45
-0.34 -0.32 0.48
-0.07 -0.11 0.08
-0.13 -0.01 -0.20
0.20 0.05 0.02
-0.54 0.01 -0.49
0.66 -0.51 0.20
-0.02 0.63 -0.28
0.18 0.23 0.83
-0.62 -0.49 -0.66
0.23 0.50 0.47
0.33 -0.12 0.30
-0.50 0.49 0.46
0.12 0.07 -0.01
0.33 -0.20 0.00
-0.27 0.97 -0.10
0.20 -0.79 0.02
0.37 -0.41 -0.16
-0.21 0.33 -0.03
0.21 -0.14 -0.11
-0.01 -0.12 -0.03
-0.01 -0.14 0.14
0.21 0.29 -0.11
0.08 0.05 -0.08
-0.09 0.05 0.92
-0.02 -0.24 -0.34
-0.04 -0.08 -0.17

Output
- SMILES = C=CC(=C)C(=C)C.O.O.O.O.O.O
- Kohn-Sham gap (Eh) = 0.3572
- highest occupied orbital energy (eV) = -9.607
- energy relative to the best compared isomer or geometry (same formula, charge and spin) (eV) = 2.399
- max |F| (eV/Å) = 1.221